Entry 1:
Computed, not measured: a molecular structure, C51H56CrN7OS4Si, with ωB97M-V/def2-TZVPD.

XYZ file:
```
121
Properties=species:S:1:pos:R:3:lowdin_spin:R:1
Cr -1.78 0.14 -1.06 2.875
N 0.12 0.38 -1.55 0.022
S 1.56 0.55 -1.67 0.028
N 2.65 -0.11 -0.68 0.051
S 2.46 -0.19 0.92 0.304
N 1.06 0.88 1.14 0.298
S -0.35 0.53 1.69 0.056
N -1.56 0.67 0.81 0.013
C -0.24 -1.04 2.56 0.019
C -0.11 -2.17 1.76 0.006
C -0.10 -3.42 2.36 0.004
C -0.21 -3.53 3.74 0.000
C -0.31 -2.40 4.53 0.003
C -0.33 -1.14 3.94 0.002
C -0.64 1.71 2.99 0.001
C -1.86 1.72 3.66 0.001
C -2.12 2.72 4.57 0.001
C -1.19 3.73 4.78 0.000
C 0.02 3.73 4.10 0.000
C 0.31 2.71 3.20 0.001
C 3.47 0.93 1.87 -0.001
C 3.96 2.11 1.35 0.001
C 4.67 2.96 2.19 0.000
C 4.86 2.63 3.53 0.003
C 4.35 1.44 4.03 0.000
C 3.66 0.57 3.20 0.004
C 3.73 -1.63 1.00 0.183
C 5.10 -1.39 1.00 0.029
C 5.96 -2.47 0.95 0.011
C 5.47 -3.77 0.92 -0.003
C 4.10 -3.99 0.92 0.003
C 3.22 -2.91 0.96 0.010
C 2.20 -0.13 -3.19 0.002
C 1.46 0.15 -4.32 0.001
C 1.90 -0.31 -5.55 0.000
C 3.07 -1.05 -5.63 0.000
C 3.80 -1.34 -4.48 0.000
C 3.37 -0.87 -3.25 0.001
C 2.15 2.24 -1.89 0.005
C 3.51 2.48 -2.06 0.002
C 3.94 3.78 -2.21 0.000
C 3.03 4.83 -2.17 0.000
C 1.68 4.58 -2.02 0.000
C 1.24 3.27 -1.89 0.001
H -0.09 -2.08 0.68 0.002
H -0.04 -4.31 1.75 0.000
H -0.22 -4.51 4.21 0.000
H -0.38 -2.48 5.61 0.000
H -0.40 -0.26 4.56 0.000
H -2.59 0.94 3.45 0.000
H -3.06 2.73 5.11 0.000
H -1.40 4.52 5.49 0.000
H 0.75 4.51 4.27 0.000
H 1.25 2.67 2.67 0.001
H 3.80 2.37 0.31 0.000
H 5.06 3.89 1.80 0.000
H 5.41 3.30 4.18 0.000
H 4.50 1.18 5.07 0.000
H 3.26 -0.36 3.57 0.001
H 5.49 -0.38 1.03 0.002
H 7.03 -2.30 0.95 0.002
H 6.15 -4.61 0.88 0.000
H 3.71 -5.00 0.89 0.001
H 2.15 -3.08 0.96 0.001
H 0.54 0.72 -4.24 0.000
H 1.33 -0.10 -6.45 0.000
H 3.41 -1.42 -6.59 0.000
H 4.71 -1.92 -4.55 0.000
H 3.91 -1.10 -2.34 0.000
H 4.21 1.65 -2.08 0.000
H 5.00 3.98 -2.35 0.000
H 3.38 5.85 -2.28 0.000
H 0.97 5.40 -2.02 0.000
H 0.19 3.01 -1.81 0.000
C -2.01 4.81 -0.81 0.000
S -1.82 3.19 -0.08 0.007
C -3.23 3.24 1.02 0.002
O -2.16 2.28 -1.26 0.009
H -2.97 4.83 -1.33 0.000
H -1.20 4.95 -1.53 0.000
H -1.96 5.57 -0.03 0.000
H -2.92 3.84 1.88 0.000
H -3.42 2.22 1.34 0.000
H -4.09 3.69 0.52 0.000
C 0.60 -2.82 -2.47 0.001
Si -1.23 -2.46 -2.52 0.004
C -1.67 -1.08 -3.74 0.001
C -1.95 -4.01 -3.28 0.000
N -1.85 -1.88 -1.00 -0.004
C -2.61 -2.59 -0.06 0.000
C -2.77 -3.99 -0.11 0.004
C -3.52 -4.68 0.83 -0.001
C -4.15 -4.02 1.87 0.007
C -3.99 -2.64 1.95 0.000
C -3.24 -1.94 1.02 0.007
H 0.76 -3.87 -2.18 0.000
H 1.14 -2.19 -1.76 0.000
H 1.05 -2.68 -3.46 0.000
H -1.03 -1.11 -4.63 0.000
H -1.55 -0.05 -3.37 0.001
H -2.71 -1.18 -4.07 0.000
H -1.60 -4.05 -4.32 0.000
H -3.04 -4.04 -3.29 0.000
H -1.58 -4.92 -2.79 0.000
H -2.27 -4.55 -0.88 0.000
H -3.61 -5.76 0.74 0.000
H -4.74 -4.56 2.60 0.001
H -4.46 -2.09 2.76 0.000
H -3.13 -0.87 1.12 0.002
C -7.19 1.44 -1.18 0.000
N -5.99 0.62 -1.33 0.004
C -5.94 -0.69 -1.75 0.000
C -4.63 -1.05 -1.71 0.003
N -3.88 0.02 -1.26 -0.004
C -4.74 1.00 -1.05 0.008
H -8.04 0.88 -1.57 0.000
H -7.09 2.36 -1.75 0.000
H -7.37 1.68 -0.14 0.000
H -6.82 -1.24 -2.03 0.000
H -4.19 -2.00 -1.94 0.000
H -4.49 2.00 -0.74 0.000
```

Results
HOMO (spin up / spin down) = -8.91 / -9.08 eV
Total energy = -145903.9026 eV
Charge = +1
E_LUMO (spin up / spin down) = -1.84 / -3.10 eV
2S+1 = 5

---

Entry 2:
Computed, not measured: a molecular structure, C20H28F3O2Rh, with ωB97M-V/def2-TZVPD.

XYZ file:
```
54
Properties=species:S:1:pos:R:3:lowdin_spin:R:1
O 0.11 -0.55 -1.02 0.111
C -0.34 0.73 -1.64 0.018
C -0.32 0.16 -3.05 0.003
H 0.42 1.50 -1.45 0.001
H -1.33 0.99 -1.26 0.001
C 0.08 -1.17 -2.36 0.010
H 0.45 0.61 -3.68 0.001
H -1.30 0.14 -3.53 0.001
C 1.44 -1.69 -2.76 0.003
H 2.23 -0.96 -2.55 0.000
H 1.45 -1.91 -3.84 0.001
H 1.67 -2.62 -2.23 0.001
C -1.01 -2.21 -2.45 0.004
H -1.99 -1.74 -2.28 0.000
H -0.86 -3.00 -1.72 0.002
H -1.01 -2.67 -3.45 0.001
Rh 0.40 -1.38 1.00 1.875
C -3.28 -1.53 4.38 0.076
C -2.89 -0.19 4.12 0.218
C -2.90 0.01 2.71 0.302
H -2.65 0.57 4.87 0.007
C -3.28 -1.22 2.09 0.028
C -3.54 -2.17 3.12 0.353
H -3.90 -3.19 2.98 0.018
H -3.39 -1.99 5.36 -0.002
H -2.70 0.94 2.18 0.012
H -3.40 -1.39 1.02 -0.004
C 0.25 -2.54 2.64 0.112
C -0.49 -3.12 1.55 0.111
C 0.43 -3.34 0.47 0.151
H -1.55 -3.32 1.54 0.015
C 1.74 -2.91 0.89 0.112
C 1.62 -2.41 2.23 0.119
H 2.44 -2.02 2.83 0.009
H -0.15 -2.33 3.63 0.008
H 0.21 -3.84 -0.46 0.014
H 2.64 -2.91 0.29 0.013
O 2.16 3.39 -2.82 0.000
C 2.92 3.24 -1.59 0.000
C 2.02 3.59 -0.40 0.001
H 3.78 3.95 -1.59 0.000
H 3.32 2.22 -1.57 0.000
C 0.86 4.40 -1.03 0.000
H 2.56 4.17 0.36 0.000
H 1.65 2.68 0.09 0.001
C 1.15 4.39 -2.55 0.000
H 0.82 5.42 -0.63 0.000
H -0.11 3.93 -0.84 0.000
H 1.52 5.39 -2.85 0.000
H 0.27 4.16 -3.16 0.000
F -0.39 1.44 1.29 0.057
C 0.43 0.58 1.98 0.168
F 1.69 1.10 1.92 0.041
F 0.03 0.58 3.27 0.025
```

Results
HOMO (spin up / spin down) = -5.23 / -7.97 eV
Total energy = -36441.3154 eV
ΔE to the lowest compared entry with this formula, charge and spin = 124.5 kJ/mol
Charge = 0
E_LUMO (spin up / spin down) = 0.64 / -1.67 eV
2S+1 = 5

---

Entry 3:
Computed, not measured: 6 unconnected molecules or ions with the total composition C10H35ClNO17P3, with ωB97M-V/def2-TZVPD.

XYZ file:
```
67
Properties=species:S:1:pos:R:3:nbo_charge:R:1
N -3.89 -0.22 -4.94 -0.844
H -4.32 0.52 -5.46 0.448
H -4.03 -0.15 -3.94 0.484
H -2.93 -0.13 -5.24 0.464
H -4.24 -1.13 -5.20 0.440
Cl -1.69 1.04 -1.92 2.594
O -1.89 1.29 -0.50 -0.862
O -0.35 1.41 -2.25 -0.889
O -1.74 -0.33 -2.24 -0.919
O -2.59 1.78 -2.66 -0.911
C 2.32 -2.39 4.74 -0.244
O 2.05 -2.87 3.48 -0.798
P 1.31 -2.06 2.32 2.542
O 2.16 -0.94 1.80 -1.086
O -0.06 -1.46 2.97 -0.820
C -0.82 -0.57 2.28 -0.252
O 0.68 -3.22 1.25 -0.828
C 0.42 -3.06 -0.19 -0.249
H 1.88 -3.06 5.48 0.184
H 2.13 -1.32 4.88 0.201
H 3.39 -2.55 4.86 0.190
H -0.72 -0.68 1.20 0.192
H -0.56 0.47 2.49 0.192
H -1.89 -0.67 2.42 0.179
H 1.00 -3.72 -0.85 0.187
H 0.56 -2.04 -0.55 0.208
H -0.65 -3.20 -0.31 0.202
C 6.47 3.37 -1.63 -0.248
O 5.49 4.18 -1.02 -0.826
P 4.76 3.73 0.39 2.553
O 5.31 2.44 0.86 -1.082
O 4.76 5.04 1.34 -0.787
C 4.38 6.27 0.75 -0.278
O 3.23 3.66 -0.04 -0.817
C 2.49 2.52 0.25 -0.269
H 6.28 2.30 -1.51 0.199
H 7.40 3.44 -1.06 0.181
H 6.58 3.61 -2.69 0.190
H 4.69 6.43 -0.28 0.196
H 4.91 7.14 1.11 0.196
H 3.29 6.38 0.74 0.193
H 1.71 2.69 0.99 0.176
H 3.02 1.68 0.71 0.222
H 2.05 2.19 -0.69 0.199
C -2.92 -6.53 -0.45 -0.251
O -3.73 -5.43 -0.29 -0.794
P -3.67 -4.37 0.94 2.533
O -4.88 -4.25 1.76 -1.079
O -2.34 -4.75 1.77 -0.818
C -2.01 -4.05 2.98 -0.259
O -3.26 -2.92 0.11 -0.790
C -3.89 -1.77 0.51 -0.261
H -2.46 -6.90 0.47 0.195
H -2.17 -6.55 -1.24 0.182
H -3.77 -7.16 -0.70 0.195
H -0.93 -3.96 3.09 0.207
H -2.17 -4.63 3.88 0.190
H -2.38 -3.03 3.08 0.195
H -4.97 -1.68 0.35 0.171
H -3.45 -0.94 -0.05 0.211
H -3.84 -1.56 1.58 0.169
C -1.44 5.75 -3.50 -0.249
O -2.51 4.89 -3.17 -0.741
H -1.64 6.71 -3.02 0.168
H -0.53 5.35 -3.05 0.171
H -1.18 5.80 -4.56 0.162
H -2.19 4.18 -2.62 0.488
```

Results
HOMO = -9.34 eV
Total energy = -87619.0183 eV
Charge = 0
E_LUMO = -1.55 eV

---

Entry 4:
Computed, not measured: a molecular structure, C18H53CsN15O13S, with ωB97M-V/def2-TZVPD.

XYZ file:
```
101
Properties=species:S:1:pos:R:3:mulliken_charge:R:1
Cs 16.24 18.09 36.64 0.983
S 16.65 18.31 30.29 1.137
O 15.66 17.72 29.41 -0.797
O 17.43 19.31 29.54 -0.755
O 15.93 18.94 31.38 -0.808
O 17.43 17.26 30.86 -0.767
C 10.89 12.39 20.21 -1.785
C 10.76 13.73 20.96 1.559
C 9.30 14.22 20.97 -1.026
C 8.36 13.54 21.89 -0.657
C 8.93 13.66 23.29 -1.447
C 10.35 13.12 23.54 1.457
N 11.23 13.64 22.38 0.353
O 12.55 13.34 22.54 -0.477
C 10.86 13.49 24.96 -1.694
C 10.21 11.54 23.49 -1.690
C 11.56 14.86 20.28 -1.941
H 11.88 11.94 20.25 0.374
H 10.75 12.45 19.13 0.429
H 10.19 11.65 20.60 0.290
H 9.33 15.29 21.20 0.371
H 8.76 14.12 20.02 0.390
H 8.17 12.49 21.69 0.310
H 7.40 14.04 21.76 0.375
H 8.17 13.17 23.89 0.458
H 8.81 14.66 23.71 0.446
H 9.96 13.59 25.58 0.398
H 11.59 12.77 25.32 0.338
H 11.38 14.44 25.05 0.404
H 11.22 11.15 23.59 0.378
H 9.50 11.13 24.21 0.409
H 9.77 11.11 22.59 0.381
H 11.17 15.12 19.30 0.357
H 12.63 14.71 20.21 0.400
H 11.46 15.69 20.97 0.488
H 12.93 14.21 22.69 0.348
C 12.97 14.08 32.54 0.668
O 12.22 13.30 33.07 -0.709
N 14.23 14.08 32.60 -0.336
N 12.56 15.09 31.88 -0.380
H 14.74 13.43 33.19 0.184
H 14.75 14.68 31.98 0.178
H 13.17 15.63 31.27 0.198
H 11.56 15.20 31.88 0.197
C 18.15 12.31 28.12 0.649
O 18.46 11.21 27.74 -0.702
N 18.50 12.74 29.29 -0.362
N 17.42 13.13 27.44 -0.373
H 19.08 12.17 29.89 0.197
H 18.10 13.62 29.57 0.172
H 17.37 12.90 26.45 0.220
H 17.25 14.08 27.71 0.200
C 10.64 21.41 31.06 0.689
O 9.58 21.99 30.74 -0.725
N 11.68 21.44 30.34 -0.347
N 10.83 20.63 32.06 -0.349
H 11.49 21.77 29.40 0.206
H 12.49 20.89 30.57 0.188
H 10.13 20.45 32.77 0.195
H 11.76 20.24 32.18 0.147
C 22.80 18.31 27.74 0.636
O 23.94 18.40 27.38 -0.688
N 22.01 19.31 27.89 -0.357
N 22.23 17.16 27.99 -0.374
H 21.04 19.33 28.18 0.194
H 22.45 20.18 27.64 0.200
H 21.32 17.17 28.43 0.189
H 22.74 16.29 27.96 0.201
C 17.02 24.15 33.46 0.611
O 17.14 25.28 33.81 -0.660
N 16.16 23.31 33.81 -0.370
N 17.81 23.61 32.61 -0.390
H 15.49 23.53 34.53 0.205
H 15.95 22.55 33.19 0.190
H 18.41 24.19 32.04 0.217
H 17.54 22.72 32.20 0.201
C 16.23 23.98 26.25 0.640
O 16.22 25.01 25.64 -0.669
N 15.33 23.04 26.22 -0.339
N 17.17 23.64 27.11 -0.339
H 14.52 23.13 25.63 0.200
H 15.47 22.15 26.67 0.176
H 17.98 24.21 27.32 0.189
H 17.13 22.80 27.66 0.143
C 16.66 18.08 23.95 0.670
O 16.75 17.92 22.76 -0.697
N 17.69 18.47 24.62 -0.347
N 15.57 18.11 24.68 -0.354
H 18.59 18.60 24.19 0.192
H 17.59 18.78 25.58 0.157
H 15.59 18.13 25.69 0.194
H 14.66 18.00 24.25 0.186
C 23.24 18.82 35.31 -0.941
C 22.39 18.41 33.98 -0.235
O 21.46 17.44 34.39 -0.546
H 22.51 19.07 36.08 0.245
H 23.89 19.68 35.12 0.334
H 23.83 17.97 35.64 0.268
H 22.99 17.88 33.24 0.257
H 21.90 19.27 33.53 0.303
H 20.81 17.25 33.72 0.315
```

Results
HOMO = -3.78 eV
Total energy = -79878.6730 eV
Charge = -1
E_LUMO = -0.78 eV

---

Entry 5:
Computed, not measured: a molecular structure, C40H47BBr2F4N3OPZr, with ωB97M-V/def2-TZVPD.

XYZ file:
```
100
Properties=species:S:1:pos:R:3:mulliken_charge:R:1
Zr -0.89 -0.18 -1.47 0.123
C -2.59 3.34 0.71 -1.317
C -1.85 2.49 -0.10 -0.961
N -1.95 1.16 -0.04 2.790
C -2.80 0.60 0.87 -0.532
C -3.57 1.39 1.72 1.488
C -3.46 2.79 1.61 -1.092
C -4.45 0.76 2.68 -1.079
C -4.53 -0.58 2.75 -1.093
C -3.74 -1.41 1.88 1.393
C -3.79 -2.81 1.92 -0.947
C -3.03 -3.54 1.05 -1.494
C -2.20 -2.87 0.15 -0.259
N -2.10 -1.56 0.10 0.704
C -2.88 -0.83 0.95 -0.828
H -2.47 4.41 0.61 0.595
H -1.16 2.89 -0.82 0.379
H -4.05 3.42 2.26 0.529
H -5.04 1.39 3.33 0.495
H -5.18 -1.05 3.46 0.502
H -4.44 -3.30 2.64 0.501
H -3.06 -4.62 1.04 0.502
H -1.60 -3.44 -0.55 0.649
C -4.15 1.59 -2.47 -1.490
C -2.94 1.90 -3.31 0.814
C -3.14 2.61 -4.51 -1.188
C -2.10 2.88 -5.35 -1.112
C -0.79 2.46 -5.01 1.057
C 0.35 2.66 -5.82 -0.255
Br 0.21 3.57 -7.45 -0.157
C 1.56 2.18 -5.43 -0.470
C 1.68 1.49 -4.21 0.259
Br 3.34 0.78 -3.74 -0.045
C 0.60 1.33 -3.39 0.172
O 0.66 0.66 -2.19 0.788
C -0.66 1.81 -3.79 -0.490
N -1.72 1.52 -2.94 0.792
H -4.88 1.05 -3.08 0.489
H -4.63 2.52 -2.15 0.421
H -3.93 0.99 -1.60 -0.195
H -4.15 2.91 -4.77 0.563
H -2.27 3.39 -6.29 0.449
H 2.43 2.32 -6.06 0.489
F -1.06 -0.93 -4.03 -0.207
B -1.77 -1.84 -3.28 -0.145
F -0.77 -2.20 -2.20 -0.154
F -2.35 -2.89 -3.85 -0.247
F -2.69 -1.02 -2.45 -0.358
C 4.89 1.96 0.87 -0.859
C 4.88 1.00 -0.32 -0.821
C 3.76 -0.06 -0.19 -0.488
C 2.60 0.47 0.67 1.027
C 2.41 1.96 0.33 -0.653
C 3.58 2.76 0.92 -0.920
P 1.02 -0.43 0.62 -0.320
C 1.34 -2.26 0.42 0.634
C 2.22 -3.02 1.44 -0.823
C 2.68 -4.38 0.89 -0.911
C 1.64 -4.97 -0.05 -0.670
C 1.53 -4.10 -1.32 -0.601
C 1.84 -2.62 -1.00 -0.921
C 0.32 -0.20 2.33 0.827
C 1.18 -0.74 3.52 -0.646
C 1.41 0.29 4.62 -0.932
C 0.10 0.91 5.12 -0.951
C -0.80 1.36 3.94 -0.611
C -0.05 1.26 2.61 -0.070
H 5.74 2.63 0.80 0.521
H 5.03 1.38 1.79 0.267
H 5.84 0.50 -0.43 0.488
H 4.73 1.58 -1.24 0.275
H 4.16 -0.98 0.25 0.264
H 3.39 -0.31 -1.18 -0.246
H 2.89 0.39 1.73 0.850
H 1.46 2.36 0.68 -0.024
H 2.40 2.05 -0.76 0.332
H 3.35 3.04 1.95 0.285
H 3.69 3.70 0.36 0.468
H 0.33 -2.67 0.51 0.058
H 1.65 -3.19 2.35 0.346
H 3.10 -2.43 1.71 0.135
H 2.88 -5.06 1.73 0.517
H 3.63 -4.28 0.35 0.358
H 0.67 -5.02 0.47 0.178
H 1.89 -5.99 -0.33 0.503
H 0.54 -4.20 -1.77 0.005
H 2.25 -4.45 -2.06 0.524
H 1.44 -1.98 -1.78 -0.043
H 2.92 -2.48 -1.03 0.782
H -0.61 -0.76 2.30 0.642
H 2.15 -1.10 3.20 0.158
H 0.67 -1.61 3.96 0.354
H 2.09 1.08 4.27 0.232
H 1.92 -0.19 5.45 0.547
H 0.32 1.77 5.76 0.346
H -0.43 0.19 5.74 0.398
H -1.16 2.38 4.09 0.543
H -1.69 0.72 3.88 0.035
H 0.86 1.88 2.66 0.567
H -0.65 1.69 1.80 -0.790
```

Results
HOMO = -13.46 eV
Total energy = -210960.7745 eV
Charge = +2
E_LUMO = -6.80 eV